The following is a DFT calculation (ωB97M-V with the def2-TZVPD basis set) of a 4-piece molecular cluster, H10NO3 overall at a distorted geometry.

Last column: Mulliken charge in e.
Cartesian coordinates (Å):
N: 0.48868 -0.82483 0.37902  -0.436
H: 0.26246 -0.91858 1.39077  0.397
H: 1.01981 0.06706 0.27422  0.340
H: -0.30490 -0.82541 -0.30097  0.362
H: 1.18055 -1.47376 0.02973  0.376
H: 0.93802 0.32083 3.72837  0.342
H: -0.36001 -0.38474 4.05506  0.349
O: 0.38728 -0.45834 3.40730  -0.700
H: -1.52591 -1.65171 -2.19520  0.322
H: -1.12184 -0.01644 -2.47036  0.318
O: -0.98610 -0.85012 -2.02773  -0.685
H: 0.05130 2.17930 -2.72088  0.336
H: 0.84111 2.49962 -1.37727  0.320
O: 0.04864 2.05566 -1.76290  -0.640

The calculation puts the energy relative to the best compared isomer or geometry (same formula, charge and spin) at 86.1 kJ/mol. As for the frontier orbital gap: 12.031 eV. The charge is +1. Its HOMO energy is -15.5 eV.



The following is a DFT calculation (ωB97M-V with the def2-TZVPD basis set) of C53H35I4N4PtSe as an isolated structure.

Last column: Mulliken charge in e.
Cartesian coordinates (Å):
Pt: 0.52084 -0.10386 -0.37826  0.620
I: 6.56717 -7.48749 -1.93586  0.054
C: 5.29496 -5.91083 -1.40622  0.014
C: 5.61684 -5.10632 -0.32431  -0.700
C: 4.77661 -4.05189 0.01023  -0.318
C: 3.62480 -3.78730 -0.72686  -0.401
C: 3.31028 -4.63260 -1.78979  -0.051
C: 4.13931 -5.69049 -2.13905  -0.753
C: 2.73484 -2.62852 -0.43723  1.068
C: 3.25919 -1.33282 -0.50548  0.648
C: 4.65619 -0.95278 -0.55137  -1.237
C: 4.70450 0.39544 -0.49074  -1.262
C: 3.33918 0.86824 -0.49215  0.391
C: 2.94529 2.19266 -0.63611  1.422
C: 3.98760 3.25555 -0.51486  -1.105
C: 4.80886 3.61252 -1.57961  0.118
C: 5.73317 4.64291 -1.45064  -0.661
C: 5.82676 5.31245 -0.24127  -0.031
I: 7.19840 6.88539 -0.04592  0.051
C: 5.03032 4.96465 0.83933  -0.624
C: 4.11024 3.93367 0.69473  -0.145
C: 1.64928 2.60543 -0.96226  0.196
N: 0.55899 1.79667 -0.95138  -0.429
C: -0.47843 2.46570 -1.52236  0.320
C: -1.80156 2.00447 -1.58722  0.830
C: -2.72872 2.69802 -2.52556  -0.459
C: -2.45158 2.63795 -3.89248  0.003
C: -3.28374 3.24550 -4.82245  -0.759
C: -4.40221 3.93566 -4.37625  0.021
I: -5.65950 4.86634 -5.76772  0.054
C: -4.69332 4.02115 -3.02620  -0.701
C: -3.85490 3.39805 -2.10953  -0.235
C: -2.26292 0.90194 -0.87189  0.589
C: -3.63086 0.57519 -0.54823  -1.133
C: -3.59342 -0.45109 0.33586  -0.938
C: -2.20793 -0.82794 0.49448  0.420
N: -1.44854 0.00599 -0.24571  -0.287
C: -1.75386 -1.95723 1.20396  0.413
C: -0.57646 -2.62523 0.83149  0.107
C: -0.18937 -4.00104 1.07282  -0.998
C: 1.00678 -4.19643 0.48316  -1.414
C: 1.42538 -2.92260 -0.05518  0.404
N: 0.42610 -2.02476 0.12919  -0.252
C: -2.50395 -2.28882 2.44806  0.613
C: -2.89829 -1.20798 3.24348  -0.268
C: -3.45540 -1.38313 4.50183  -0.714
C: -3.62308 -2.66528 4.99313  -0.185
I: -4.37598 -2.94401 6.92364  0.051
C: -3.27604 -3.76275 4.22152  -0.823
C: -2.73323 -3.56738 2.96089  -0.465
C: -0.02043 3.77938 -1.91043  -1.349
C: 1.27730 3.87879 -1.53062  -1.122
N: 2.50545 -0.20659 -0.48992  -0.400
H: 6.50471 -5.30140 0.26243  0.359
H: 5.00653 -3.44093 0.87581  0.657
H: 2.40694 -4.44716 -2.35923  0.483
H: 3.88484 -6.33104 -2.97311  0.370
H: 5.49439 -1.62897 -0.58225  0.525
H: 5.58029 1.02446 -0.46631  0.503
H: 4.71668 3.08370 -2.52139  0.495
H: 6.36541 4.91824 -2.28404  0.392
H: 5.12024 5.48795 1.78119  0.402
H: 3.47776 3.64021 1.52645  0.696
H: -1.57250 2.09988 -4.22668  0.487
H: -3.06186 3.17336 -5.87853  0.372
H: -5.55978 4.57121 -2.68441  0.372
H: -4.07428 3.48360 -1.05139  0.565
H: -4.50196 1.10454 -0.90061  0.569
H: -4.43047 -0.95008 0.79868  0.595
H: -0.74297 -4.74966 1.60257  0.264
H: 1.59017 -5.10279 0.47304  0.474
H: -2.69917 -0.20064 2.90078  0.529
H: -3.72786 -0.52299 5.09827  0.389
H: -3.41890 -4.76725 4.59825  0.387
H: -2.51779 -4.44146 2.37132  0.584
H: -0.63528 4.54612 -2.35612  0.521
H: 1.93542 4.72648 -1.64552  0.493
C: -1.55546 0.13444 8.24340  -1.396
C: -0.88669 0.16443 6.88844  0.509
C: -0.53738 1.35695 6.27176  -1.228
C: 0.08911 1.39481 5.02448  0.925
C: 0.44072 2.72960 4.42692  -1.580
C: 0.41442 0.19448 4.36025  0.600
Se: 1.36531 0.20834 2.69672  -0.169
C: 0.04281 -1.02194 4.97623  0.679
C: 0.34689 -2.34580 4.32823  -1.188
C: -0.59572 -1.01374 6.21298  -0.707
H: -1.65736 1.14097 8.65332  0.353
H: -0.97797 -0.46225 8.95469  0.308
H: -2.55419 -0.30926 8.18456  0.199
H: -0.75299 2.29690 6.77676  0.206
H: -0.03924 3.54029 4.98259  0.389
H: 0.14276 2.77498 3.37811  0.249
H: 1.52427 2.88106 4.44188  0.257
H: 0.22458 -2.28368 3.24669  -0.179
H: -0.30416 -3.13062 4.72837  0.287
H: 1.38798 -2.63450 4.50262  0.459
H: -0.86851 -1.96520 6.66842  0.358

As for the frontier orbital gap: 4.093 eV. The charge is -1. Its HOMO energy is -3.1 eV.



The following is a DFT calculation (ωB97M-V with the def2-TZVPD basis set) of one molecule with the formula C5H9N3 at a distorted geometry.

Last column: Mulliken charge in e.
Cartesian coordinates (Å):
C: -0.83453 -1.39378 -2.60735  -0.283
C: -0.82869 -0.10717 0.57479  -0.149
C: -0.59802 1.30422 1.02221  -0.776
C: 1.46728 0.26670 0.84856  -0.895
C: 0.52418 -0.72948 0.35646  0.084
H: -1.09925 -2.32506 -3.09475  0.295
H: -0.73197 -0.34481 -3.08822  0.318
H: -1.60701 -0.81541 0.97882  0.465
H: -0.88752 1.47965 2.10861  0.270
H: -1.35458 1.84631 0.52831  0.381
H: 1.31587 2.36633 1.15253  0.279
H: 2.43085 0.59677 0.33169  0.286
H: 1.84976 0.00742 1.80252  0.299
H: 0.60435 -1.81870 0.64547  0.400
N: -0.72757 -1.56455 -1.37874  -0.628
N: -0.27837 -0.35635 -0.83557  0.054
N: 0.75522 1.58790 0.65464  -0.401

The calculation puts the energy relative to the best compared isomer or geometry (same formula, charge and spin) at 406.3 kJ/mol. As for the frontier orbital gap: 9.533 eV. Its HOMO energy is -8.4 eV.



The following is a DFT calculation (ωB97M-V with the def2-TZVPD basis set) of an isolated ion of composition C2H7N4 and charge +1 at a distorted geometry.

Last column: Mulliken charge in e.
Cartesian coordinates (Å):
C: 0.12110 -0.97097 1.12150  -0.255
C: 1.25994 0.01207 0.66757  -0.381
N: -1.00274 -0.67409 0.27944  -0.756
N: 0.58879 0.84273 -0.31604  -0.366
N: -0.73929 0.19276 -0.52286  1.345
N: -1.55184 0.58887 -1.46619  -0.564
H: 0.43197 -2.00905 0.81698  0.283
H: -0.15778 -0.88128 2.18969  0.296
H: 1.82724 0.53117 1.52092  0.278
H: 2.11215 -0.53467 0.31248  0.263
H: 0.86841 1.43808 -1.11008  0.306
H: -2.37112 0.03350 -1.50992  0.283
H: -1.38682 1.43088 -1.98349  0.268

The calculation puts the energy relative to the best compared isomer or geometry (same formula, charge and spin) at 440.0 kJ/mol. As for the frontier orbital gap: 10.302 eV. The charge is +1. Its HOMO energy is -14.6 eV.



The following is a DFT calculation (ωB97M-V with the def2-TZVPD basis set) of C36H28Cl2NiO5P2S as an isolated structure at a distorted geometry.

Last column: Mulliken charge in e.
Cartesian coordinates (Å):
Ni: -0.37163 -0.38674 0.13485  1.777
O: 2.29095 0.79180 -1.54032  -0.873
S: 1.43852 0.80245 -0.35718  1.715
C: 2.53630 0.31849 1.01465  0.886
C: 3.34475 1.14519 1.76473  -0.821
C: 4.14615 0.58427 2.75072  -0.895
C: 4.14764 -0.78358 2.96471  -0.822
C: 3.32048 -1.61026 2.22219  -0.573
C: 2.50314 -1.05680 1.24779  -1.038
P: 1.29087 -2.00492 0.26597  1.402
C: 2.27041 -2.43665 -1.19738  0.334
C: 3.63784 -2.19954 -1.28163  -0.206
C: 4.31298 -2.48465 -2.45376  -0.731
C: 3.63332 -3.02851 -3.53210  -0.595
C: 2.26951 -3.26843 -3.44781  -0.746
C: 1.58222 -2.95996 -2.28892  -0.486
C: 1.03941 -3.54393 1.18246  0.088
C: 1.41419 -4.79357 0.70496  -0.322
C: 1.08592 -5.92375 1.43207  -0.697
C: 0.38715 -5.81119 2.62243  -0.553
C: 0.00525 -4.56269 3.09150  -0.755
C: 0.31880 -3.42919 2.36989  -0.196
C: 1.05176 2.54680 -0.08401  0.191
C: 2.04869 3.49681 -0.22986  -0.491
C: 1.72159 4.83981 -0.16998  -0.943
C: 0.39861 5.20854 0.01132  -0.915
C: -0.59620 4.25020 0.11211  -0.312
C: -0.29018 2.89453 0.05293  0.047
P: -1.58624 1.56982 -0.12765  0.098
C: -2.93690 1.93654 1.04188  1.050
C: -3.65715 3.12826 1.05386  -0.132
C: -4.67878 3.30966 1.96854  -0.937
C: -5.01812 2.29713 2.85155  -0.586
C: -4.33193 1.09470 2.81374  -0.982
C: -3.28934 0.91660 1.92166  -0.343
C: -2.23678 2.07090 -1.75160  0.953
C: -1.34791 2.36481 -2.78383  -0.579
C: -1.82899 2.71017 -4.03314  -0.767
C: -3.19382 2.71797 -4.27456  -0.543
C: -4.07854 2.36338 -3.26778  -0.920
C: -3.60445 2.03864 -2.00957  -0.394
H: 3.34115 2.21281 1.61310  0.548
H: 4.76534 1.22652 3.35806  0.419
H: 4.78699 -1.21122 3.72125  0.427
H: 3.29492 -2.67704 2.39476  0.553
H: 4.17091 -1.79322 -0.43468  0.376
H: 5.37030 -2.27210 -2.52572  0.420
H: 4.16672 -3.25959 -4.44204  0.390
H: 1.73612 -3.68250 -4.28981  0.437
H: 0.51040 -3.09271 -2.21849  0.530
H: 1.95125 -4.87802 -0.22914  0.415
H: 1.36577 -6.89712 1.06049  0.422
H: 0.12630 -6.69854 3.17800  0.388
H: -0.55511 -4.47630 4.00872  0.439
H: -0.00427 -2.44714 2.69188  0.391
H: 3.05589 3.17735 -0.44920  0.688
H: 2.48804 5.58966 -0.29157  0.414
H: 0.13493 6.25487 0.03264  0.434
H: -1.61951 4.57167 0.20534  0.174
H: -3.44598 3.91091 0.33943  0.366
H: -5.21720 4.24630 1.98371  0.416
H: -5.82797 2.44197 3.55133  0.391
H: -4.61402 0.28970 3.47450  0.468
H: -2.74794 -0.02096 1.89004  0.099
H: -0.27986 2.32303 -2.61044  0.294
H: -1.14008 2.96257 -4.82720  0.449
H: -3.56870 2.98775 -5.25084  0.393
H: -5.13893 2.32811 -3.46845  0.417
H: -4.28625 1.74259 -1.22982  0.507
Cl: -0.13712 0.50104 2.19409  -0.283
O: -1.93158 -1.87033 0.50807  -0.726
Cl: -2.39003 -1.70470 -0.85161  1.932
O: -2.93694 -2.90975 -1.31306  -0.741
O: -3.32770 -0.64390 -0.88422  -0.522
O: -1.24533 -1.34479 -1.65451  -0.714

Its multiplicity is 3. As for the frontier orbital gap (spin up / spin down): 7.908 / 8.608 eV. Its HOMO energy (spin up / spin down) is -7.8 / -8.7 eV.



The following is a DFT calculation (ωB97M-V with the def2-TZVPD basis set) of C3H7N2O as an isolated structure at a distorted geometry.

Last column: Mulliken charge in e.
Cartesian coordinates (Å):
C: 0.42709 -1.15984 -0.24480  -0.531
C: -1.47913 -0.91411 -0.34361  -0.477
C: 1.27502 1.16735 0.37890  -0.594
N: 0.21123 0.25850 0.10178  0.164
N: -1.12164 0.38389 0.01473  0.654
O: -1.80660 1.37197 0.19708  -0.475
H: 0.86005 -1.86053 0.55170  0.316
H: 0.85953 -1.11284 -1.23414  0.375
H: -1.98207 -0.94613 -1.25923  0.310
H: -2.07289 -1.45312 0.29598  0.326
H: 2.17638 0.76124 -0.04517  0.304
H: 0.99257 2.17907 0.14108  0.307
H: 1.66047 1.32454 1.44569  0.321

The calculation puts the energy relative to the best compared isomer or geometry (same formula, charge and spin) at 597.1 kJ/mol. As for the frontier orbital gap: 9.946 eV. The charge is +1. Its HOMO energy is -15.8 eV.